(1)
This record from the Open Molecules 2025 dataset describes a structure of composition C18H30CaI2N2O2S4 at a distorted geometry. The level of theory is wB97M-V/def2-TZVPD.

Atoms and positions in Å:
Ca -0.698 0.619 0.721
C 1.359 3.533 -1.265
C 2.174 2.339 -0.947
S 2.126 1.619 0.751
C 2.496 2.987 1.982
C 1.310 3.931 2.259
S -0.342 3.250 1.595
C -1.192 4.667 0.898
C -1.217 4.604 -0.602
S -0.389 3.110 -1.134
H 1.493 3.992 -2.226
H 1.603 4.307 -0.513
H 3.213 2.544 -1.159
H 1.864 1.501 -1.593
H 3.397 3.462 1.584
H 2.805 2.545 2.914
H 1.545 4.916 1.770
H 1.082 4.050 3.334
H -0.677 5.562 1.292
H -2.240 4.590 1.337
H -0.781 5.526 -1.061
H -2.276 4.537 -0.907
I -2.724 3.372 6.851
I -3.432 0.833 7.480
C -4.232 0.423 1.210
O -3.139 0.921 0.403
H -4.780 1.267 1.711
H -3.800 -0.214 1.983
H -4.950 -0.080 0.528
H -3.458 1.609 -0.219
C 2.254 -5.616 3.422
C 1.397 -5.079 2.291
C 1.753 -3.577 2.068
N 1.383 -3.135 0.708
C 0.314 -2.476 0.312
S -0.935 -2.041 1.383
N 0.282 -2.309 -1.091
C -0.082 -1.240 -1.866
O -0.157 -0.032 -1.357
C -0.297 -1.488 -3.272
C -0.252 -2.802 -3.834
C -0.500 -3.053 -5.147
C -0.862 -2.021 -5.988
C -0.946 -0.734 -5.476
C -0.835 -0.487 -4.143
H 1.951 -6.554 3.813
H 2.325 -4.842 4.245
H 3.267 -5.814 3.089
H 0.337 -4.971 2.682
H 1.370 -5.716 1.436
H 2.845 -3.363 2.178
H 1.175 -2.911 2.734
H 2.039 -3.359 -0.036
H 0.457 -3.149 -1.657
H -0.211 -3.632 -3.127
H -0.493 -4.123 -5.577
H -1.237 -2.214 -6.970
H -1.228 0.055 -6.186
H -1.251 0.360 -3.611

The value obtained for the energy is -3829.1845 Ha. Its charge is +2. The value obtained for the maximum force is 4.0 eV/Å. The value obtained for the HOMO-LUMO gap is 0.24111 Eh.

Atom charges from the natural (NBO) analysis, given in e for atoms 1 to 2: atom 1 (Ca): 1.736, atom 2 (C): -0.537

***

(2)
This record from the Open Molecules 2025 dataset describes a cluster of 2 separate species, C9H18F6NO5PS in total at a distorted geometry. The level of theory is wB97M-V/def2-TZVPD.

Atoms and positions in Å:
C 3.169 -0.630 1.071
C 3.356 0.331 -0.056
O 3.769 0.159 -1.119
O 2.891 1.713 0.365
C 1.925 2.241 -0.330
O 1.590 2.019 -1.456
C 1.100 3.242 0.480
S -0.524 3.171 -0.303
O -1.452 3.134 1.003
C -2.883 2.828 0.762
C -3.357 1.771 1.743
N -3.301 0.431 1.172
C -1.914 -0.015 0.998
C -1.656 -1.105 -0.076
C -2.894 -1.617 -0.798
O -0.693 -0.622 -1.019
H 2.492 -0.268 1.842
H 4.152 -0.806 1.521
H 2.847 -1.574 0.620
H 1.477 4.264 0.397
H 0.999 2.977 1.533
H -0.447 1.863 -0.654
H -3.412 3.771 0.912
H -3.023 2.500 -0.274
H -2.762 1.887 2.666
H -4.398 2.003 1.985
H -3.747 -0.193 1.836
H -1.300 0.845 0.729
H -1.501 -0.378 1.953
H -1.163 -1.946 0.416
H -2.557 -2.105 -1.716
H -3.579 -0.807 -1.065
H -3.436 -2.362 -0.209
H -1.106 0.066 -1.554
F 4.628 -4.263 -1.711
P 3.051 -3.840 -1.922
F 2.911 -5.423 -2.333
F 3.606 -2.873 -3.134
F 3.422 -2.547 -0.923
F 2.088 -4.214 -0.621
F 1.629 -3.624 -2.733

The value obtained for the energy is -2123.4371 Ha. The value obtained for the maximum force is 1.2 eV/Å. The value obtained for the HOMO-LUMO gap is 0.29997 Eh.

Atom charges from the natural (NBO) analysis, given in e for atoms 1 to 2: atom 1 (C): -0.759, atom 2 (C): 0.813

***

(3)
This record from the Open Molecules 2025 dataset describes a cluster of 2 separate species, C10H16O in total at a distorted geometry. The level of theory is wB97M-V/def2-TZVPD.

Atoms and positions in Å:
C -1.144 0.265 2.175
C 0.091 -0.550 1.849
C 0.379 -1.801 2.334
C 1.397 -2.649 1.706
C 2.204 -1.978 0.789
O 3.243 -2.702 0.095
C 2.261 -0.590 0.701
C 1.056 -0.006 1.036
H -1.643 0.734 1.438
H -0.864 1.039 3.014
H -1.862 -0.316 2.741
H -0.151 -2.435 3.090
H 1.284 -3.634 1.827
H 2.826 -3.454 -0.386
H 3.208 -0.277 0.067
H 0.998 1.068 0.766
C -0.241 1.657 -3.081
C -1.165 2.075 -1.942
C -2.142 1.081 -1.229
H -0.939 1.405 -3.868
H 0.441 0.800 -2.863
H 0.213 2.565 -3.494
H -0.601 2.616 -1.173
H -1.844 2.941 -2.296
H -1.640 0.274 -0.599
H -2.984 1.531 -0.652
H -2.378 0.342 -2.046

The calculation puts the energy above the lowest of the compared OMol25 structures with the same formula, charge and spin at 74.01 kcal/mol. The value obtained for the energy is -465.7799 Ha. As for the structure (SMILES): Cc1ccc(O)cc1.CCC. The value obtained for the maximum force is 6.7 eV/Å. The value obtained for the HOMO-LUMO gap is 0.35057 Eh.

Atom charges from the natural (NBO) analysis, given in e for atoms 1 to 2: atom 1 (C): -0.615, atom 2 (C): -0.068

***

(4)
This record from the Open Molecules 2025 dataset describes a structure of composition C24H20BClF2N3O5S2Sn at a distorted geometry. The level of theory is wB97M-V/def2-TZVPD.

Atoms and positions in Å:
Sn -1.881 -9.834 12.259
S -0.686 -7.827 16.255
C 0.607 -8.891 15.733
C 0.381 -9.407 14.518
C -0.840 -8.938 13.924
C -1.539 -8.068 14.783
C -2.934 -7.715 14.560
C -3.894 -7.375 15.563
C -5.238 -7.245 15.216
C -5.637 -7.422 13.907
C -4.633 -7.739 12.997
N -3.331 -7.889 13.301
H 1.429 -9.090 16.429
H 1.105 -10.021 13.989
H -3.529 -7.310 16.590
H -5.995 -7.004 15.945
H -6.659 -7.375 13.559
H -4.802 -7.977 11.950
O 2.485 -13.718 9.679
C 1.371 -14.282 9.307
O 1.356 -15.346 8.703
C 0.103 -13.551 9.603
C -1.165 -14.001 9.226
Cl -1.608 -15.472 8.457
N -2.071 -13.122 9.663
N -1.458 -12.082 10.268
C -0.179 -12.343 10.343
C 0.794 -11.432 11.070
O 2.016 -11.776 11.083
O 0.343 -10.393 11.625
C -3.488 -13.173 9.672
C -4.183 -14.314 9.968
C -5.543 -14.287 10.092
C -6.228 -13.078 9.909
C -5.524 -11.917 9.611
C -4.144 -11.988 9.453
H 2.247 -12.940 10.300
H -3.672 -15.222 10.112
H -6.035 -15.230 10.324
H -7.294 -13.034 10.017
H -6.002 -10.968 9.465
H -3.610 -11.107 9.207
F -0.716 -6.831 11.142
B -1.256 -8.041 10.818
F -1.322 -8.214 9.461
O -3.102 -14.392 14.656
S -4.050 -13.480 13.893
C -5.715 -13.864 14.574
C -5.596 -13.589 16.078
C -4.675 -12.374 16.248
C -4.150 -11.945 14.889
H -5.960 -14.898 14.278
H -6.412 -13.216 14.101
H -5.107 -14.439 16.565
H -6.583 -13.457 16.464
H -3.839 -12.635 16.911
H -5.204 -11.581 16.735
H -3.149 -11.437 14.903
H -4.818 -11.310 14.343

The value obtained for the energy is -3162.6728 Ha. Its charge is -1. The value obtained for the maximum force is 1.8 eV/Å. The value obtained for the HOMO-LUMO gap is 0.24203 Eh.

Atom charges from the natural (NBO) analysis, given in e for atoms 1 to 2: atom 1 (Sn): 0.661, atom 2 (S): 0.348

***

(5)
This record from the Open Molecules 2025 dataset describes an isolated molecule of C7H7FO at a distorted geometry. The level of theory is wB97M-V/def2-TZVPD.

Atoms and positions in Å:
C 0.801 2.109 -0.162
C 0.278 0.757 0.187
C -1.191 0.481 0.338
C -1.731 -0.737 0.166
C -0.913 -1.914 -0.133
C 0.447 -1.749 -0.262
C 1.131 -0.532 -0.014
F 2.336 -0.414 -0.637
O 1.056 0.082 1.187
H -0.001 2.731 0.017
H 1.153 2.015 -1.183
H 1.630 2.172 0.490
H -1.888 1.326 0.454
H -2.765 -0.928 0.511
H -1.337 -2.835 -0.266
H 0.994 -2.564 -0.692

The calculation puts the energy above the lowest of the compared OMol25 structures with the same formula, charge and spin at 0.00 kcal/mol. The value obtained for the energy is -445.9583 Ha. As for the structure (SMILES): C[C@@]12C=CC=C[C@]1(F)O2. The value obtained for the maximum force is 4.6 eV/Å. The value obtained for the HOMO-LUMO gap is 0.35279 Eh.

Atom charges from the natural (NBO) analysis, given in e for atoms 1 to 2: atom 1 (C): -0.638, atom 2 (C): 0.176

***

(6)
This record from the Open Molecules 2025 dataset describes a structure of composition C32H33N6O2SSeTi at a distorted geometry. The level of theory is wB97M-V/def2-TZVPD.

Atoms and positions in Å:
Ti -0.578 1.257 -0.566
C 3.419 -3.836 1.425
C 2.158 -4.117 2.187
C 2.093 -5.184 3.068
C 0.936 -5.464 3.778
C -0.195 -4.696 3.567
C -0.161 -3.638 2.677
C 1.020 -3.315 2.010
N 1.112 -2.245 1.116
C 0.281 -1.161 0.942
N -0.399 -0.740 2.025
C -1.245 0.380 2.225
C -1.574 1.280 1.203
C -2.336 2.396 1.553
C -2.794 2.590 2.846
C -2.491 1.661 3.828
C -1.720 0.546 3.539
C -1.393 -0.434 4.635
N 0.257 -0.532 -0.196
C 0.878 -0.983 -1.368
C 1.680 -0.058 -2.050
C 2.259 -0.388 -3.261
C 2.016 -1.631 -3.823
C 1.185 -2.527 -3.177
C 0.602 -2.233 -1.951
C -0.370 -3.196 -1.329
H 4.204 -4.522 1.727
H 3.765 -2.819 1.603
H 3.260 -3.960 0.352
H 2.962 -5.815 3.196
H 0.918 -6.291 4.470
H -1.115 -4.934 4.079
H -1.069 -3.089 2.475
H 1.789 -2.359 0.374
H -0.159 -1.221 2.881
H -2.587 3.125 0.787
H -3.383 3.463 3.084
H -2.845 1.802 4.840
H -1.903 -0.137 5.548
H -0.322 -0.456 4.847
H -1.721 -1.443 4.383
H 1.855 0.920 -1.604
H 2.885 0.329 -3.770
H 2.441 -1.892 -4.780
H 0.953 -3.472 -3.644
H -0.731 -3.895 -2.080
H -1.227 -2.658 -0.917
H 0.087 -3.776 -0.525
C 2.641 3.249 1.135
C 1.510 3.011 0.161
O 0.803 1.945 0.349
C 1.283 3.868 -0.945
C 2.179 4.915 -1.271
C 2.016 5.665 -2.409
C 0.931 5.436 -3.254
C 0.011 4.454 -2.945
C 0.154 3.646 -1.812
O -0.736 2.714 -1.560
H 2.569 2.510 1.931
H 2.582 4.246 1.569
H 3.608 3.142 0.641
H 3.023 5.102 -0.624
H 2.737 6.430 -2.654
H 0.808 6.026 -4.150
H -0.845 4.275 -3.581
N -3.496 2.062 -3.522
C -4.193 1.396 -2.577
N -4.831 0.265 -2.948
S -4.385 2.024 -1.060
H -3.241 1.602 -4.384
H -2.897 2.804 -3.192
H -4.534 -0.248 -3.765
H -5.265 -0.260 -2.206
Se -1.738 -0.842 -4.494
C -1.684 -0.230 -2.885
N -1.704 0.163 -1.778

The calculation puts the energy above the lowest of the compared OMol25 structures with the same formula, charge and spin at 52.07 kcal/mol. The value obtained for the energy is -5367.4399 Ha. As for the spin multiplicity: 2. The value obtained for the maximum force is 2.7 eV/Å. The value obtained for the HOMO-LUMO gap (spin up / spin down) is 0.21987 / 0.26291 Eh.

Atom charges from the Löwdin analysis, given in e for atoms 1 to 2: atom 1 (Ti): 0.958, atom 2 (C): -0.036

***

(7)
This record from the Open Molecules 2025 dataset describes a cluster of 2 separate species, ClH3NO2P in total at a distorted geometry. The level of theory is wB97M-V/def2-TZVPD.

Atoms and positions in Å:
N -1.112 -1.027 -1.767
O 2.313 0.523 1.313
O -1.605 -1.743 0.722
P -1.565 -0.764 -0.332
Cl -1.961 1.201 0.281
H -1.057 -0.111 -2.177
H 1.974 0.745 0.453
H 3.014 1.175 1.507

The calculation puts the energy above the lowest of the compared OMol25 structures with the same formula, charge and spin at 36.80 kcal/mol. The value obtained for the energy is -1008.5944 Ha. The value obtained for the maximum force is 1.6 eV/Å. The value obtained for the HOMO-LUMO gap is 0.38992 Eh.

Atom charges from the natural (NBO) analysis, given in e for atoms 1 to 2: atom 1 (N): -1.141, atom 2 (O): -0.937

***

(8)
This record from the Open Molecules 2025 dataset describes a structure of composition C37H61Br3Cl3N2O19Zr at a distorted geometry. The level of theory is wB97M-V/def2-TZVPD.

Atoms and positions in Å:
Zr 2.223 0.246 1.028
C 0.073 -3.241 -0.013
C -0.919 -2.239 -0.578
C -2.330 -2.918 -0.436
C -3.500 -1.959 -0.541
C -3.283 -0.854 0.466
C -1.976 -0.097 0.253
N -0.835 -0.977 0.191
O 0.386 -0.379 -0.026
C -1.896 0.895 1.417
C -2.120 0.835 -0.974
C -0.636 -2.030 -2.072
H -0.050 -4.228 -0.457
H 0.120 -3.293 1.075
H 1.070 -2.871 -0.282
H -2.336 -3.535 0.464
H -2.429 -3.625 -1.265
H -4.445 -2.446 -0.268
H -3.632 -1.582 -1.562
H -3.280 -1.437 1.395
H -4.130 -0.173 0.574
H -2.805 1.427 1.682
H -1.068 1.602 1.307
H -1.578 0.406 2.345
H -1.294 1.535 -1.080
H -3.097 1.326 -0.960
H -2.152 0.281 -1.918
H 0.225 -1.363 -2.165
H -1.478 -1.555 -2.580
H -0.422 -2.942 -2.631
C 2.387 0.068 -3.867
C 3.708 -0.060 -3.116
C 4.906 0.135 -4.091
C 5.017 1.577 -4.634
C 5.098 2.539 -3.457
C 4.093 2.328 -2.339
N 3.933 0.910 -2.053
O 3.168 0.658 -0.961
C 2.756 3.026 -2.754
C 4.612 3.055 -1.100
C 3.916 -1.475 -2.555
H 1.601 0.055 -3.105
H 2.249 -0.757 -4.567
H 2.285 0.984 -4.444
H 4.859 -0.534 -4.950
H 5.850 -0.001 -3.559
H 4.188 1.831 -5.304
H 5.889 1.700 -5.279
H 4.951 3.568 -3.795
H 6.123 2.483 -3.076
H 2.562 2.997 -3.820
H 2.672 4.033 -2.327
H 1.922 2.591 -2.187
H 5.339 2.409 -0.593
H 3.851 3.350 -0.381
H 5.238 3.912 -1.356
H 3.002 -1.745 -2.021
H 4.776 -1.561 -1.886
H 4.164 -2.189 -3.343
C 0.575 -0.280 4.847
C 1.180 -0.111 3.490
O 1.116 0.949 2.773
O 1.753 -1.022 2.815
H -0.404 0.193 4.764
H 1.183 0.195 5.614
H 0.408 -1.319 5.120
C -4.506 -2.288 4.361
Br -4.753 -2.945 6.179
Br -4.742 -3.673 3.029
Br -2.818 -1.319 4.162
H -5.289 -1.578 4.141
C -3.096 0.523 -4.971
Cl -1.531 1.113 -4.385
Cl -3.328 0.981 -6.662
Cl -4.415 1.065 -3.940
H -3.070 -0.557 -4.903
C -4.669 3.758 1.794
C -5.432 4.903 1.177
O -4.458 5.949 1.134
C -3.258 5.465 1.396
O -2.243 6.045 1.241
O -3.295 4.152 1.696
H -4.864 2.835 1.253
H -4.881 3.613 2.854
H -6.332 5.193 1.713
H -5.760 4.668 0.162
C 4.185 -4.969 0.424
C 5.428 -4.204 0.941
O 4.990 -2.836 0.963
C 3.712 -2.776 0.636
O 3.075 -1.742 0.590
O 3.215 -3.939 0.287
H 3.878 -5.731 1.134
H 4.408 -5.417 -0.542
H 6.298 -4.333 0.306
H 5.641 -4.476 1.973
C -7.271 -1.106 -0.217
C -6.651 -0.286 -1.356
O -6.607 1.034 -0.746
C -7.118 1.012 0.506
O -7.021 1.914 1.264
O -7.697 -0.157 0.757
H -6.511 -1.686 0.315
H -8.099 -1.743 -0.518
H -7.294 -0.104 -2.214
H -5.644 -0.619 -1.586
C 0.861 5.770 0.185
C 0.027 5.119 -0.937
O 0.168 3.723 -0.664
C 1.139 3.529 0.240
O 1.583 2.449 0.557
O 1.658 4.691 0.630
H 0.210 6.196 0.948
H 1.388 6.618 -0.250
H 0.404 5.377 -1.924
H -1.012 5.381 -0.738
C 3.749 -4.029 5.365
C 2.631 -4.701 6.189
O 1.697 -5.040 5.179
C 1.955 -4.411 4.027
O 1.324 -4.530 3.036
O 3.111 -3.718 4.125
H 4.554 -4.740 5.194
H 3.978 -3.117 5.909
H 2.187 -4.013 6.917
H 2.877 -5.588 6.772

The calculation puts the energy above the lowest of the compared OMol25 structures with the same formula, charge and spin at 0.00 kcal/mol. The value obtained for the energy is -12135.0500 Ha. Its charge is +1. The value obtained for the maximum force is 6.5 eV/Å. The value obtained for the HOMO-LUMO gap is 0.18042 Eh.

Atom charges from the Löwdin analysis, given in e for atoms 1 to 2: atom 1 (Zr): 2.104, atom 2 (C): -0.031